No. 1
The following is a DFT calculation (the ωB97M-V functional and the def2-TZVPD basis) of a structure of composition C16H15MgN8O7P2S2.

Computed properties:
* largest force on an atom: 0.72 eV Å⁻¹
* energy relative to the best compared isomer or geometry (same formula, charge and spin): 137.4 kJ/mol
* net charge: -1
* molecular weight: 581.7 g mol⁻¹

Each line ends with the natural charge from an NBO analysis.
Cartesian coordinates (Å):
1 Mg -0.5334 0.2285 0.0132  1.77
2 N -2.0230 1.2160 2.8291  -0.75
3 C -0.8220 0.7394 3.1282  0.63
4 N -0.4899 0.5837 4.4169  -0.58
5 C 0.7535 0.1775 4.6236  0.60
6 N 1.1267 -0.0580 5.9021  -0.78
7 N 1.6949 -0.0282 3.6808  -0.58
8 C 1.2459 0.1357 2.4484  0.46
9 N 0.0121 0.4643 2.0973  -0.65
10 C 2.2103 -0.0411 1.3207  0.15
11 C 3.5780 -0.0366 1.5360  -0.22
12 C 4.4099 -0.1014 0.4297  -0.17
13 C 3.8468 -0.1785 -0.8326  -0.25
14 C 2.4654 -0.2027 -0.9489  0.09
15 N 1.6673 -0.1372 0.1080  -0.48
16 H -2.6759 1.3724 3.5741  0.40
17 H -2.2772 1.3710 1.8592  0.46
18 H 0.4952 0.1949 6.6387  0.40
19 H 2.0950 -0.2322 6.0936  0.40
20 H 3.9556 0.0331 2.5452  0.24
21 H 5.4854 -0.0815 0.5524  0.21
22 H 4.4605 -0.2151 -1.7219  0.22
23 H 1.9686 -0.2747 -1.9085  0.24
24 O 0.4934 1.0680 -3.9792  -1.01
25 P -0.8321 1.0074 -3.0605  2.55
26 O -2.0420 0.8314 -3.8810  -1.15
27 O -0.4580 0.1113 -1.9178  -1.26
28 O -1.6461 1.9413 -0.0363  -1.26
29 P -0.5953 2.9952 -0.3337  2.50
30 O -0.8742 2.5693 -2.4584  -1.02
31 O -0.9988 4.3950 -0.5275  -1.11
32 O 0.7925 2.5261 -0.0982  -1.15
33 H 0.2231 1.2250 -4.8902  0.50
34 H -1.7274 2.9505 -2.7160  0.53
35 S -4.0931 -2.8024 1.3415  -0.34
36 C -2.9204 -1.7365 0.9268  0.18
37 N -2.0715 -0.9842 0.6491  -0.78
38 S 0.1660 -4.9465 0.8516  0.36
39 C 0.6932 -3.3126 0.5886  -0.10
40 N 0.1176 -2.6618 -0.3544  -0.44
41 C -0.8396 -3.4600 -0.9720  0.17
42 C -1.6750 -3.0396 -2.0078  -0.20
43 C -2.5974 -3.9327 -2.5053  -0.21
44 C -2.7011 -5.2326 -1.9888  -0.21
45 C -1.8879 -5.6567 -0.9595  -0.21
46 C -0.9561 -4.7516 -0.4533  -0.25
47 H 1.4657 -2.8899 1.2193  0.21
48 H -1.5997 -2.0233 -2.3711  0.26
49 H -3.2673 -3.6178 -3.2947  0.21
50 H -3.4463 -5.9077 -2.3896  0.21
51 H -1.9843 -6.6508 -0.5439  0.21

Atomic forces in eV per Å
Mg -0.0589 -0.2173 0.0521
N 0.0048 0.0116 0.0659
C -0.0886 0.0437 -0.0977
N 0.0073 -0.0124 -0.0128
C 0.0406 -0.0078 0.0151
N -0.0188 -0.0026 -0.0123
N -0.0343 0.0371 0.0454
C 0.0442 -0.0369 -0.1168
N 0.2426 -0.0161 0.3132
C -0.0547 0.0379 0.0217
C 0.0221 -0.0374 -0.0086
C 0.0103 -0.0027 0.0057
C 0.0203 -0.0174 0.0074
C -0.0908 -0.1123 -0.0691
N 0.0071 0.0883 0.2316
H -0.0181 -0.0141 -0.0139
H 0.0158 0.0074 -0.0214
H 0.0060 0.0048 0.0040
H 0.0017 0.0012 0.0001
H 0.0032 0.0074 -0.0008
H -0.0007 -0.0004 0.0015
H 0.0002 -0.0052 0.0022
H -0.0170 0.0331 0.0058
O 0.0231 -0.0827 -0.0509
P 0.1416 0.3345 0.1155
O -0.0524 -0.0926 -0.0771
O -0.0188 0.1568 -0.5267
O 0.1589 0.1525 0.5697
P -0.5320 0.3291 -0.3593
O 0.2105 -0.5657 -0.3980
O 0.0663 -0.0040 0.2874
O -0.1257 -0.0140 -0.1943
H 0.0168 0.0390 -0.0031
H 0.1275 0.0726 0.2073
S 0.1607 0.1218 -0.0699
C -0.1539 -0.1582 0.1599
N -0.1145 -0.0559 -0.0795
S 0.0065 -0.0166 0.0045
C 0.0138 0.0265 0.0111
N 0.0508 -0.1037 0.0162
C 0.0056 0.1333 -0.0109
C -0.0133 0.0023 -0.0208
C -0.0091 -0.0196 -0.0027
C 0.0112 0.0280 -0.0004
C 0.0122 0.0218 0.0047
C -0.0462 -0.0883 0.0137
H 0.0094 0.0082 -0.0134
H 0.0105 -0.0034 0.0016
H -0.0011 -0.0072 -0.0002
H -0.0006 -0.0015 -0.0021
H -0.0022 -0.0026 -0.0006

=====

No. 2
The following is a DFT calculation (the ωB97M-V functional and the def2-TZVPD basis) of a structure of composition C39H37F3N3O2SbW in a non-equilibrium geometry.

Computed properties:
* largest force on an atom: 4.84 eV Å⁻¹
* net charge: +4
* molecular weight: 942.3 g mol⁻¹

Each line ends with the Löwdin charge.
Cartesian coordinates (Å):
1 W 0.2124 0.1122 -1.2029  1.76
2 C -0.3536 2.0933 -3.8189  0.00
3 N 0.6525 1.6158 -2.8303  -0.27
4 C 1.1183 2.7591 -1.9604  -0.16
5 C 0.0135 3.6328 -1.3564  -0.13
6 C -0.9230 2.8858 -0.3963  -0.17
7 N -1.3272 1.5855 -0.9696  -0.14
8 C -2.6038 1.4520 -1.2821  -0.01
9 C -3.2091 0.2979 -1.8286  -0.12
10 C -4.5773 0.3327 -2.1984  0.05
11 C -5.1938 -0.7854 -2.7104  0.01
12 C -4.4704 -1.9633 -2.8869  0.04
13 C -3.1293 -2.0473 -2.5138  0.05
14 C -2.4987 -0.9368 -1.9781  -0.23
15 O -1.2002 -0.9487 -1.5523  -0.24
16 C 1.8476 1.1643 -3.6292  -0.16
17 C 1.5477 0.0738 -4.6704  -0.11
18 C 0.6670 -1.0680 -4.1227  -0.14
19 N 0.9748 -1.2263 -2.7052  -0.11
20 C 1.6455 -2.2669 -2.3126  0.01
21 C 2.2645 -2.3219 -1.0272  -0.15
22 C 2.8890 -3.5154 -0.6001  0.04
23 C 3.7132 -3.5296 0.5046  0.01
24 C 3.9758 -2.3434 1.1811  0.04
25 C 3.4126 -1.1420 0.7578  0.03
26 C 2.5288 -1.1106 -0.3117  -0.28
27 O 1.9634 0.0687 -0.7476  -0.30
28 H 0.0757 2.8779 -4.4497  0.14
29 H -1.2460 2.4895 -3.3373  0.09
30 H -0.6647 1.2767 -4.4688  0.10
31 H 1.7514 3.4346 -2.5534  0.16
32 H 1.7606 2.3384 -1.1488  0.12
33 H -0.5756 4.1170 -2.1372  0.13
34 H 0.4952 4.4511 -0.8126  0.15
35 H -1.7984 3.5150 -0.1894  0.15
36 H -0.4332 2.7112 0.5822  0.09
37 H -3.2730 2.2972 -1.1115  0.17
38 H -5.1354 1.2499 -2.0883  0.14
39 H -6.2398 -0.7538 -2.9717  0.14
40 H -4.9576 -2.8315 -3.3064  0.15
41 H -2.5963 -2.9804 -2.6350  0.14
42 H 2.6225 0.8148 -2.9247  0.13
43 H 2.2652 2.0167 -4.1791  0.15
44 H 2.5119 -0.3307 -4.9895  0.14
45 H 1.0812 0.4845 -5.5672  0.13
46 H 0.8604 -1.9872 -4.6876  0.15
47 H -0.4073 -0.8390 -4.2190  0.12
48 H 1.8557 -3.0892 -2.9995  0.18
49 H 2.7132 -4.4242 -1.1581  0.14
50 H 4.1955 -4.4453 0.8107  0.14
51 H 4.6356 -2.3413 2.0366  0.14
52 H 3.7066 -0.2189 1.2302  0.12
53 F 5.0048 2.4780 4.0160  0.16
54 C 3.9210 1.9360 3.5119  -0.25
55 C 3.2774 2.5706 2.4537  0.04
56 C 2.1455 1.9892 1.9166  -0.15
57 C 1.6448 0.7971 2.4399  -0.37
58 C 2.2977 0.1700 3.4961  -0.10
59 C 3.4428 0.7356 4.0287  0.05
60 Sb -0.0699 -0.1110 1.4705  1.63
61 C -1.6754 0.9996 2.4237  -0.36
62 C -1.3764 2.0744 3.2578  -0.10
63 C -2.4015 2.7604 3.8810  0.05
64 C -3.7142 2.3518 3.6672  -0.25
65 F -4.6954 3.0098 4.2406  0.15
66 C -4.0178 1.2615 2.8552  0.03
67 C -2.9904 0.5836 2.2286  -0.13
68 C -0.2238 -2.0334 2.4350  -0.34
69 C -0.2100 -3.1730 1.6287  -0.14
70 C -0.3375 -4.4184 2.2114  0.03
71 C -0.4872 -4.5056 3.5944  -0.24
72 F -0.6139 -5.6897 4.1447  0.16
73 C -0.5169 -3.3701 4.4009  0.05
74 C -0.3920 -2.1254 3.8147  -0.10
75 H 3.6807 3.4947 2.0718  0.14
76 H 1.6369 2.4957 1.0973  0.07
77 H 1.9047 -0.7522 3.9018  0.10
78 H 3.9658 0.2640 4.8459  0.14
79 H -0.3490 2.3621 3.4490  0.11
80 H -2.2020 3.5896 4.5436  0.14
81 H -5.0444 0.9462 2.7473  0.14
82 H -3.2090 -0.2886 1.6199  0.11
83 H -0.1125 -3.0728 0.5406  0.08
84 H -0.3346 -5.3214 1.6211  0.14
85 H -0.6486 -3.4761 5.4680  0.15
86 H -0.4404 -1.2345 4.4238  0.12

Atomic forces in eV per Å
W -1.7097 1.3210 -4.3292
C -0.8000 -0.1858 -0.0535
N 0.4245 0.4546 0.3267
C 0.0227 0.7396 0.6669
C -0.1763 -0.2904 0.0968
C 0.5981 0.6185 0.1827
N -0.1023 -0.0998 0.2416
C 0.3776 -0.4655 0.0150
C -0.0584 -0.7300 -0.1620
C 0.5666 0.0467 0.1685
C -0.0275 -0.2469 -0.0752
C -0.0189 0.3306 0.1220
C 0.6867 0.0295 0.3102
C -1.6386 0.4514 -0.1397
O -0.5088 -0.5888 0.0585
C 0.7870 -0.7262 -0.3669
C -0.2171 -0.0931 0.1727
C -0.3656 0.6319 -0.4070
N 0.4626 -1.0722 0.3181
C 0.0108 0.5435 -0.0528
C 0.4122 0.1057 0.6543
C -0.3702 0.4524 -0.1840
C 0.0532 0.0336 0.1011
C -0.2652 0.0197 -0.2427
C -0.0272 0.5003 -0.2352
C 1.0981 -1.7030 0.2982
O 1.2821 -0.1324 0.7878
H 0.1439 -0.0481 0.2004
H 0.2057 -0.0447 -0.0006
H 0.0807 0.0383 0.0995
H 0.0707 -0.4142 0.0032
H -0.2003 0.2769 -0.5141
H 0.1049 -0.0262 -0.0180
H 0.0216 -0.1199 -0.0282
H 0.0763 -0.3447 0.0170
H -0.1952 -0.0065 -0.4067
H 0.2574 0.0714 0.0789
H -0.0462 0.1600 0.0574
H -0.0999 0.0249 -0.0799
H -0.0007 -0.0911 -0.0289
H 0.0635 -0.0307 0.0546
H -0.3572 0.2783 -0.2900
H -0.2156 0.0837 0.3222
H -0.0425 0.0623 0.0609
H 0.0544 0.0043 0.0445
H -0.0808 0.0672 0.3032
H 0.2934 -0.0844 -0.0242
H -0.1919 0.1467 -0.1058
H 0.0192 -0.0701 -0.0950
H -0.0121 -0.1029 0.0491
H 0.1147 0.0332 0.0019
H -0.0380 0.1140 0.0806
F 0.0270 -0.0202 0.0366
C -0.3065 -0.2301 -0.2153
C 0.1898 0.0323 0.0769
C -0.2078 -0.0099 -0.0214
C -0.4713 0.0020 -0.8618
C -0.3465 -0.0950 -0.1604
C 0.0948 0.1367 0.1281
Sb -0.4176 0.3724 4.6673
C 0.5496 -0.4389 -0.7387
C 0.3012 -0.0638 -0.1482
C -0.2370 -0.0106 0.1137
C 0.2469 -0.1315 -0.2200
F -0.0231 0.0050 0.0557
C -0.1199 0.0427 0.0898
C 0.0968 -0.0772 -0.1531
C -0.0273 -0.0417 -1.0926
C 0.0568 0.3065 -0.2366
C -0.0198 -0.1428 0.1444
C 0.0500 0.4091 -0.2458
F -0.0019 -0.0725 0.0512
C 0.0109 -0.2781 -0.0774
C -0.0323 0.4812 -0.2369
H 0.0329 0.1545 -0.0159
H 0.1405 -0.0071 0.1032
H 0.1592 -0.0898 0.0673
H 0.0549 -0.0171 0.1436
H -0.0280 0.0676 -0.0226
H 0.0038 0.0612 0.0540
H -0.1149 0.0106 0.0178
H -0.1030 0.0241 0.0355
H -0.0190 -0.2273 0.4082
H -0.0134 -0.1207 -0.0273
H -0.0058 -0.0020 0.0669
H -0.0420 0.0479 0.1593

=====

No. 3
The following is a DFT calculation (the ωB97M-V functional and the def2-TZVPD basis) of the molecule C5H7BrN2 in a non-equilibrium geometry.

Computed properties:
* largest force on an atom: 5.44 eV Å⁻¹
* SMILES string: CCn1cncc1Br
* energy relative to the best compared isomer or geometry (same formula, charge and spin): 134.9 kJ/mol
* net charge: 0
* molecular weight: 175.0 g mol⁻¹

Each line ends with the natural charge from an NBO analysis.
Cartesian coordinates (Å):
1 C -1.6250 1.8292 0.3423  -0.10
2 C 0.3667 1.6745 -0.3994  0.25
3 C -1.5463 0.5009 0.1238  -0.06
4 C 0.9514 -1.7209 0.5753  -0.62
5 C 0.8227 -0.8221 -0.6478  -0.23
6 N -0.4640 2.4704 0.2346  -0.49
7 N 0.0721 0.3646 -0.3702  -0.39
8 Br -2.6603 -0.9792 -0.0174  0.13
9 H -2.3569 2.4611 0.7931  0.23
10 H 1.3911 2.0064 -0.7343  0.19
11 H 1.6825 -1.2823 1.4041  0.21
12 H 1.3181 -2.7614 0.2879  0.22
13 H -0.1466 -1.6960 0.9543  0.23
14 H 0.3361 -1.5249 -1.3911  0.21
15 H 1.8583 -0.5204 -1.1552  0.21

Atomic forces in eV per Å
C -0.6442 -0.8042 1.6197
C 2.7007 -0.3502 1.3855
C 3.9453 -0.9373 -1.4878
C 0.2172 0.4978 1.8701
C 1.9777 -0.9851 -2.0999
N 1.6401 1.1952 -2.5834
N -5.2587 1.2986 0.5011
Br 0.1051 0.3383 0.0736
H -1.1829 -0.4686 -0.0006
H -1.2071 -0.4093 0.4627
H -1.6815 -0.8831 -1.6868
H -0.7066 1.3758 0.4501
H 2.1040 -0.7200 -0.0595
H 0.1268 1.3178 0.3422
H -2.1359 -0.4658 1.2131

=====

No. 4
The following is a DFT calculation (the ωB97M-V functional and the def2-TZVPD basis) of a structure of composition C4H13BHgNP in a non-equilibrium geometry.

Computed properties:
* largest force on an atom: 3.72 eV Å⁻¹
* net charge: +2
* molecular weight: 317.5 g mol⁻¹

Each line ends with the natural charge from an NBO analysis.
Cartesian coordinates (Å):
1 C 2.1372 -1.8478 0.0454  -0.65
2 C 1.1772 -1.3083 -1.1650  -0.40
3 C 0.4668 0.1438 -0.9054  -0.59
4 C 1.2520 1.1321 0.1427  -0.62
5 B -1.1302 -0.1021 -0.5405  0.38
6 P -2.2908 1.1745 0.3150  0.90
7 N -2.4906 0.6744 1.8545  -1.24
8 H 1.8191 -1.5219 1.1238  0.20
9 H 3.2531 -1.4769 -0.1495  0.25
10 H 2.1816 -3.0396 0.0684  0.26
11 H 1.6994 -1.2761 -2.2286  0.25
12 H 0.2994 -2.1035 -1.2770  0.21
13 H 0.4693 0.7123 -1.9558  0.32
14 H 2.1569 1.6988 -0.3872  0.28
15 H 0.4808 1.9999 0.4138  0.17
16 H 1.5487 0.6398 1.1631  0.25
17 H -1.6169 -1.1411 -0.8566  0.01
18 H -3.6234 1.1606 -0.2925  0.03
19 H -1.7502 2.5217 0.2597  0.05
20 H -1.9159 -0.2027 1.9236  0.48
21 Hg -4.1234 2.1623 2.4481  1.47

Atomic forces in eV per Å
C 1.1073 -0.4061 -0.2856
C -0.7694 -1.1712 -0.4089
C -0.1821 0.3246 0.3871
C -0.6442 1.3556 -0.1932
B 3.2338 -0.5191 -1.7658
P -0.2690 0.8553 -1.5036
N -0.2390 1.4030 -0.8827
H 0.4416 -0.4871 -2.1535
H -2.4868 -0.7342 0.6068
H -0.2151 2.6925 -0.2825
H -0.8030 -0.1346 2.5053
H 1.9128 1.6364 0.0865
H -0.2617 -1.0012 1.9528
H -1.8842 -1.5498 1.3486
H 1.6748 -1.5303 -0.4228
H -0.4091 0.8315 -2.2561
H -0.3916 0.2249 0.3346
H 1.2460 0.3649 0.0720
H -0.7172 -0.7487 -0.0183
H -1.5907 0.4973 2.0318
Hg 1.2466 -1.9036 0.8475

=====

Number 1: frontier orbital gap 7.15 eV, energy -3263.28784 Ha, HOMO energy -5.06 eV. Number 2: frontier orbital gap 4.28 eV, energy -2428.48616 Ha, HOMO energy -18.88 eV. Number 3: frontier orbital gap 9.25 eV, energy -2878.16396 Ha, HOMO energy -8.57 eV. Number 4: frontier orbital gap 3.01 eV, energy -733.65173 Ha, HOMO energy -16.63 eV.